{"formula": "C4H9N2O2S", "method": "the ωB97M-V functional and the def2-TZVPD basis", "symbols": ["C", "S", "N", "C", "C", "C", "N", "O", "O", "H", "H", "H", "H", "H", "H", "H", "H", "H"], "positions_angstrom": [[0.61247, -1.50568, 1.41609], [0.30494, 0.28741, 1.68953], [-0.34051, 0.81035, 0.01206], [0.81794, 1.03376, -0.97233], [-1.50218, 0.09198, -0.39643], [-1.51480, 1.59911, 0.00397], [-1.75219, 2.68869, -1.00787], [-2.52457, 3.58786, -0.71395], [-1.30988, 2.35157, -2.08939], [1.42358, -1.79804, 2.11603], [0.78647, -1.89965, 0.49065], [-0.38668, -1.92918, 1.71591], [0.64276, 0.34935, -1.73067], [0.79093, 2.07730, -1.48716], [1.86401, 0.82803, -0.49234], [-1.95654, -0.53181, 0.37937], [-1.60237, -0.23809, -1.49976], [-1.98336, 1.85427, 1.00911]], "forces_ev_per_angstrom": [[-2.404, 0.602, 3.369], [0.245, 0.322, -1.035], [4.149, -0.654, 0.999], [1.785, 2.260, 0.613], [-2.024, 0.653, -1.627], [-2.771, 0.115, 1.993], [-1.290, -1.271, -0.039], [1.691, -1.160, -0.338], [-0.141, 1.292, -0.361], [-0.600, 0.309, -0.347], [0.943, -0.251, -2.797], [1.326, -0.150, 0.062], [-0.102, -1.322, -1.492], [0.040, -1.860, 1.456], [-2.345, 0.479, -0.546], [0.291, 0.075, -0.472], [0.323, 0.846, 2.006], [0.883, -0.287, -1.443]], "lowdin_charge": [-0.3118, 0.9891, -0.4432, 0.0037, -0.0116, -0.1309, -0.3134, 0.1569, 0.0868, 0.0734, 0.0164, 0.0545, 0.0629, 0.1349, 0.1314, 0.1256, 0.1867, 0.1886], "energy_ha": -815.50957, "gap_ev": 9.7, "homo_energy_ev": -14.42, "lumo_ev": -4.74, "relative_energy_ev": 5.719, "total_charge": 1}